No. 1
C36H59B2F4N5O8S2Si2Te2Tl | the ωB97M-V functional and the def2-TZVPD basis

Atoms and positions in Å:
Tl -2.807 -0.357 0.152
C -0.987 -4.682 -2.040
C -1.294 -3.482 -1.194
N -2.406 -2.853 -1.232
O -3.330 -3.335 -2.106
B -4.689 -2.767 -1.853
F -5.529 -3.368 -2.785
F -4.654 -1.370 -2.016
O -5.225 -3.128 -0.511
N -4.508 -2.552 0.492
C -4.702 -3.006 1.668
C -5.720 -4.054 2.011
C -3.740 -2.537 2.702
N -2.542 -2.402 2.274
O -1.641 -2.001 3.224
B -0.258 -2.314 2.812
F -0.094 -3.704 2.707
F 0.574 -1.778 3.810
O 0.210 -1.657 1.546
N -0.594 -1.941 0.447
C -0.308 -3.020 -0.170
C 0.877 -3.889 0.127
C -4.131 -2.307 4.127
H -0.329 -4.398 -2.868
H -1.910 -5.080 -2.454
H -0.479 -5.453 -1.463
H -6.304 -4.295 1.127
H -6.388 -3.703 2.800
H -5.230 -4.961 2.373
H 1.549 -3.383 0.812
H 1.397 -4.125 -0.804
H 0.558 -4.821 0.596
H -5.103 -2.740 4.359
H -4.158 -1.229 4.307
H -3.369 -2.725 4.786
C -1.467 1.022 4.681
C -2.138 0.943 3.316
O -3.371 0.859 3.260
N -1.410 1.024 2.184
Te 0.529 1.128 2.236
C 3.525 -1.237 2.193
C 4.052 -1.275 0.927
C 3.246 -1.037 -0.320
C 5.427 -1.525 0.870
C 6.187 -1.710 2.019
C 7.670 -1.973 1.926
C 5.565 -1.654 3.263
C 4.194 -1.418 3.378
C 3.504 -1.378 4.717
C 0.800 3.153 2.866
C 1.873 3.368 3.741
C 2.814 2.266 4.162
C 2.089 4.650 4.239
C 1.275 5.712 3.882
C 1.536 7.101 4.400
C 0.223 5.474 3.008
C -0.037 4.212 2.486
C -1.186 4.061 1.527
H -2.223 0.954 5.461
H -0.928 1.970 4.789
H -0.764 0.194 4.794
H 2.179 -1.067 -0.106
H 3.478 -1.790 -1.077
H 3.474 -0.053 -0.734
H 5.911 -1.562 -0.103
H 8.009 -1.932 0.891
H 7.924 -2.958 2.324
H 8.239 -1.234 2.494
H 6.154 -1.802 4.165
H 3.652 -2.318 5.253
H 2.433 -1.231 4.591
H 3.909 -0.573 5.335
H 2.291 1.460 4.682
H 3.570 2.660 4.843
H 3.321 1.835 3.297
H 2.922 4.818 4.915
H 2.310 7.096 5.169
H 0.633 7.539 4.830
H 1.868 7.760 3.594
H -0.413 6.300 2.704
H -1.517 5.046 1.194
H -2.024 3.540 1.987
H -0.899 3.479 0.650
C 1.446 3.995 -4.411
Si -0.052 2.920 -4.052
C -1.213 3.028 -5.537
C -0.940 3.591 -2.553
C 0.575 1.167 -3.841
Te -0.703 -0.324 -2.973
C -2.233 -0.344 -4.476
Si -1.877 -1.353 -6.002
C -2.114 -3.165 -5.601
C -0.143 -1.069 -6.671
C -3.089 -0.846 -7.355
H 1.160 5.042 -4.547
H 1.970 3.665 -5.312
H 2.140 3.934 -3.568
H -1.309 4.069 -5.858
H -2.215 2.666 -5.297
H -0.839 2.449 -6.386
H -1.447 4.525 -2.815
H -0.241 3.804 -1.741
H -1.689 2.887 -2.182
H 1.427 1.198 -3.153
H 0.951 0.781 -4.791
H -2.493 0.691 -4.702
H -3.091 -0.777 -3.950
H -1.654 -3.408 -4.642
H -1.689 -3.816 -6.370
H -3.177 -3.395 -5.497
H 0.608 -1.262 -5.902
H -0.014 -0.043 -7.026
H 0.050 -1.741 -7.512
H -4.119 -0.989 -7.020
H -2.945 -1.434 -8.266
H -2.963 0.210 -7.610
O 3.168 2.250 0.889
S 2.345 2.719 -0.213
O 2.832 2.399 -1.541
O 1.820 4.057 -0.065
S 0.605 1.436 -0.115

Cartesian forces (eV/Å) of the 2 atoms listed first:
Tl -0.07 0.03 -0.03
C -0.01 0.02 -0.04

HOMO-LUMO gap in eV: 6.76
Charge: -2
<S²>: 0.759
Energy above the lowest of the compared OMol25 structures with the same formula, charge and spin in kcal per mole: 2.1
Energy in eV: -131058.013
Multiplicity: 2

=====

No. 2
C36H59N10O7Pm | the ωB97M-V functional and the def2-TZVPD basis

Atoms and positions in Å:
Pm -5.567 4.782 19.410
C -7.357 2.368 15.739
N -5.965 2.342 15.508
C -5.509 1.837 14.257
C -5.121 3.043 16.375
N -5.473 4.219 16.817
C -5.987 5.224 15.867
C -6.226 6.551 16.579
N -6.972 6.494 17.856
C -6.852 7.778 18.507
C -7.063 7.813 19.994
N -6.141 6.885 20.669
C -5.976 7.087 21.952
N -4.962 6.352 22.537
C -5.062 5.920 23.899
C -3.579 6.423 22.044
N -6.743 7.878 22.793
C -6.117 8.715 23.830
C -8.206 8.013 22.677
C -8.354 5.965 17.715
C -9.042 5.590 18.965
N -8.231 4.710 19.770
C -8.888 3.738 20.368
N -9.988 3.136 19.799
C -9.894 2.525 18.454
C -11.043 2.667 20.672
N -8.496 3.314 21.601
C -8.565 1.941 22.049
C -7.761 4.223 22.502
N -3.961 2.460 16.610
C -2.744 3.269 16.895
C -3.767 1.073 16.640
H -7.756 1.356 15.838
H -7.985 2.786 14.989
H -7.535 2.813 16.681
H -6.099 2.274 13.473
H -5.644 0.769 14.118
H -4.497 2.014 13.985
H -6.908 4.792 15.400
H -5.153 5.298 15.141
H -6.712 7.182 15.815
H -5.235 6.894 16.852
H -7.522 8.560 18.087
H -5.771 8.050 18.328
H -8.091 7.615 20.162
H -6.907 8.895 20.294
H -6.065 6.182 24.119
H -4.426 6.441 24.594
H -4.940 4.785 23.961
H -3.551 6.945 21.075
H -3.061 5.417 21.969
H -3.031 7.045 22.718
H -5.040 8.863 23.703
H -6.409 8.346 24.862
H -6.624 9.663 23.735
H -8.660 7.082 22.273
H -8.531 8.910 22.167
H -8.467 8.180 23.733
H -8.245 5.184 16.994
H -9.040 6.701 17.206
H -10.054 5.196 18.675
H -9.268 6.527 19.525
H -9.165 3.088 17.896
H -10.826 2.535 17.919
H -9.515 1.465 18.507
H -11.279 3.474 21.410
H -10.806 1.766 21.206
H -11.944 2.458 20.048
H -8.684 1.259 21.216
H -9.230 1.772 22.882
H -7.541 1.702 22.349
H -7.363 5.191 22.082
H -6.905 3.675 22.861
H -8.402 4.529 23.343
H -3.087 4.308 17.071
H -1.999 3.266 16.043
H -2.219 2.955 17.765
H -4.447 0.536 15.959
H -3.831 0.637 17.647
H -2.755 0.874 16.245
O 0.773 6.468 19.216
C -0.411 6.064 19.204
C -1.508 6.912 18.592
O -1.235 7.871 17.907
C -2.762 6.132 18.891
C -2.411 4.939 19.471
O -3.410 4.127 19.709
C -0.949 4.840 19.777
O -0.380 3.956 20.422
O -3.997 6.448 18.726
C -3.735 -3.364 20.769
C -4.345 -1.975 20.562
C -5.579 -1.644 20.018
C -6.013 -0.335 19.825
C -7.195 -0.124 18.837
C -5.207 0.688 20.398
C -4.053 0.364 21.049
C -3.132 1.286 21.801
C -3.616 -0.944 21.105
C -5.574 2.132 20.147
O -5.884 2.446 18.970
O -5.535 2.953 21.079
H -4.163 -3.713 21.694
H -2.682 -3.463 20.877
H -4.083 -4.102 20.008
H -6.182 -2.456 19.559
H -7.990 -0.930 18.941
H -6.880 0.011 17.827
H -7.689 0.828 19.014
H -3.303 1.161 22.900
H -3.205 2.305 21.397
H -2.093 0.999 21.673
H -2.695 -1.165 21.586

Cartesian forces (eV/Å) of the 2 atoms listed first:
Pm 0.12 0.19 -0.82
C -0.52 -1.45 0.33

HOMO-LUMO gap (spin up / spin down) in eV: 6.85 / 6.86
Charge: 0
<S²>: 6.004
Energy in eV: -84078.449
Multiplicity: 5

=====

No. 3
C36H59N15O16 | the ωB97M-V functional and the def2-TZVPD basis

Atoms and positions in Å:
C 17.361 22.190 11.649
N 17.941 22.055 10.311
O 17.215 21.841 9.357
O 19.147 22.087 10.297
H 17.951 22.976 12.193
H 17.610 21.218 12.100
H 16.273 22.365 11.475
C 18.122 17.475 13.942
N 18.133 18.444 12.797
O 17.225 19.276 12.652
O 19.133 18.419 12.070
H 17.220 16.948 13.924
H 18.112 18.032 14.865
H 18.952 16.789 13.798
C 23.246 14.803 7.601
N 23.146 13.515 8.286
O 23.922 13.202 9.137
O 22.236 12.814 7.924
H 23.140 15.639 8.277
H 22.595 14.859 6.738
H 24.225 14.936 7.169
C 19.931 9.553 11.802
N 18.677 9.191 11.115
O 17.688 9.731 11.568
O 18.756 8.423 10.181
H 19.701 9.680 12.864
H 20.237 10.556 11.503
H 20.676 8.871 11.601
C 19.076 12.354 14.521
N 18.957 13.780 14.798
O 19.971 14.509 14.830
O 17.846 14.197 14.965
H 18.643 12.209 13.528
H 18.603 11.725 15.265
H 20.106 12.088 14.527
C 15.393 20.698 15.208
N 16.678 20.382 15.939
O 17.731 20.447 15.360
O 16.611 20.076 17.106
H 14.661 20.104 15.686
H 15.573 20.412 14.168
H 15.288 21.775 15.445
C 17.309 14.070 9.763
N 17.437 14.811 11.058
O 17.333 16.019 11.047
O 17.684 14.082 11.993
H 17.160 12.999 9.949
H 18.292 14.217 9.262
H 16.513 14.568 9.186
C 20.265 20.048 9.072
N 20.402 18.770 8.335
O 19.555 18.466 7.511
O 21.334 18.050 8.657
H 21.200 20.592 9.209
H 19.876 19.812 10.040
H 19.438 20.598 8.547
N 13.509 17.203 12.204
C 12.968 16.248 13.039
C 13.413 16.463 14.303
C 14.363 17.550 14.212
C 14.475 17.876 12.901
H 13.345 17.124 11.275
H 12.201 15.602 12.746
H 12.996 15.947 15.188
H 14.872 17.882 15.117
H 15.148 18.611 12.380
N 16.341 9.827 14.801
C 15.500 9.790 15.838
C 16.219 9.412 16.992
C 17.574 9.283 16.603
C 17.584 9.439 15.229
H 16.068 9.831 13.855
H 14.481 10.098 15.612
H 15.663 9.362 17.927
H 18.455 8.984 17.167
H 18.450 9.300 14.577
N 18.835 10.737 7.572
C 17.473 10.533 7.853
C 16.786 11.504 7.152
C 17.789 12.417 6.644
C 19.029 11.894 6.926
H 19.601 10.227 8.020
H 17.164 9.612 8.322
H 15.690 11.651 7.194
H 17.604 13.283 6.067
H 19.986 12.204 6.585
N 14.853 12.705 14.015
C 14.956 12.039 12.843
C 13.768 11.327 12.668
C 12.992 11.519 13.886
C 13.727 12.407 14.704
H 15.629 13.156 14.378
H 15.856 12.286 12.269
H 13.341 10.852 11.828
H 12.010 11.112 14.103
H 13.377 12.809 15.634
N 16.449 17.146 7.783
C 15.474 16.136 7.764
C 14.313 16.616 8.274
C 14.578 17.977 8.660
C 15.919 18.223 8.394
H 17.386 17.054 7.418
H 15.742 15.137 7.474
H 13.278 16.168 8.195
H 14.016 18.847 9.060
H 16.495 19.151 8.432
N 12.067 14.204 8.752
C 13.000 13.312 8.447
C 13.789 13.156 9.611
C 13.280 14.002 10.563
C 12.198 14.666 10.036
H 11.425 14.533 8.069
H 13.082 12.780 7.554
H 14.595 12.454 9.726
H 13.624 14.129 11.555
H 11.411 15.280 10.447
N 21.471 14.722 11.778
C 22.167 13.694 12.292
C 21.801 12.567 11.585
C 20.846 12.910 10.599
C 20.707 14.275 10.742
H 21.628 15.691 11.935
H 22.832 13.842 13.111
H 22.214 11.588 11.718
H 20.217 12.334 9.985
H 20.162 14.962 10.134

Cartesian forces (eV/Å) of the 2 atoms listed first:
C -0.38 0.42 0.44
N -0.31 -0.10 0.07

HOMO-LUMO gap in eV: 7.90
Charge: 0
Energy in eV: -93375.033